#1
This record from the Open Molecules 2025 dataset describes C3H7NO in the gas phase. The level of theory is ωB97M-V with the def2-TZVPD basis set.

Values from the calculation:
Charge   0

Last column: Löwdin charge in e.
Cartesian coordinates (Å):
1 C -0.004 1.046 -0.985  -0.075
2 C 0.725 -0.253 -0.419  -0.159
3 C -0.443 -0.878 0.414  -0.189
4 N -0.761 -0.374 1.687  -0.099
5 O 0.078 -1.498 1.901  -0.100
6 H -0.570 0.806 -1.858  0.061
7 H 0.728 1.753 -1.370  0.069
8 H -0.606 1.433 -0.195  0.053
9 H 1.553 -0.163 0.244  0.089
10 H 0.996 -1.033 -1.198  0.121
11 H -1.304 -1.395 -0.033  0.137
12 H -0.391 0.555 1.813  0.091

#2
This record from the Open Molecules 2025 dataset describes 2 unconnected molecules or ions with the total composition C3H7NO. The level of theory is ωB97M-V with the def2-TZVPD basis set.

Values from the calculation:
Charge   0

Last column: Löwdin charge in e.
Cartesian coordinates (Å):
1 C 1.199 -0.037 0.115  0.093
2 C 0.301 0.772 -0.429  -0.043
3 C -1.174 0.759 -0.085  -0.440
4 O -1.950 1.620 -0.618  -0.057
5 N 1.354 -2.533 0.768  -0.031
6 H 2.234 0.308 0.272  0.108
7 H 1.129 -1.211 0.330  -0.055
8 H 0.552 1.545 -1.150  0.139
9 H -1.288 0.647 1.021  0.143
10 H -1.406 -0.266 -0.509  0.202
11 H 1.956 -2.744 1.552  -0.034
12 H 0.788 -3.359 0.556  -0.026

Stability check: which of them is most stable? #1.

#1
This record from the Open Molecules 2025 dataset describes C3H7NO in the gas phase. The level of theory is ωB97M-V with the def2-TZVPD basis set.

Values from the calculation:
Charge   0

Last column: Löwdin charge in e.
Cartesian coordinates (Å):
1 C -1.541 0.640 -0.215  -0.131
2 N -0.714 -0.600 0.281  -0.051
3 C 0.609 -0.488 -0.366  -0.479
4 O 0.814 -1.187 -1.317  0.129
5 C 1.521 0.535 0.228  -0.005
6 H -1.064 -1.540 0.058  0.154
7 H -1.626 0.405 -1.290  -0.010
8 H -2.540 0.412 0.204  -0.017
9 H -0.648 -0.505 1.295  0.148
10 H 0.947 1.463 0.322  0.076
11 H 2.388 0.661 -0.424  0.093
12 H 1.853 0.203 1.222  0.093

#2
This record from the Open Molecules 2025 dataset describes C3H7NO in the gas phase. The level of theory is ωB97M-V with the def2-TZVPD basis set.

Values from the calculation:
Charge   0

Last column: Löwdin charge in e.
Cartesian coordinates (Å):
1 C -1.267 0.657 0.622  -0.098
2 C -0.569 -0.671 0.384  -0.268
3 N 0.662 -0.468 -0.337  0.001
4 C 1.751 0.072 0.213  -0.387
5 O 1.929 0.251 1.408  0.004
6 H -2.147 0.516 1.255  0.061
7 H -1.604 1.102 -0.333  0.072
8 H -0.455 1.291 1.279  0.132
9 H -1.170 -1.390 -0.178  0.114
10 H -0.319 -1.126 1.343  0.116
11 H 0.685 -0.535 -1.333  0.126
12 H 2.538 0.280 -0.531  0.129

#3
This record from the Open Molecules 2025 dataset describes C3H7NO in the gas phase. The level of theory is ωB97M-V with the def2-TZVPD basis set.

Values from the calculation:
Charge   0

Last column: Löwdin charge in e.
Cartesian coordinates (Å):
1 C -1.557 0.592 0.306  -0.087
2 C -2.233 -0.740 0.052  -0.102
3 C 2.272 0.288 -0.128  -0.141
4 N -0.346 0.805 0.178  0.055
5 O 0.937 -0.165 -0.363  -0.220
6 H -1.658 -1.738 0.316  0.117
7 H -3.144 -0.899 0.505  0.016
8 H -2.221 -0.763 -1.036  0.074
9 H 2.906 -0.498 -0.317  0.051
10 H 2.592 1.050 -0.739  0.047
11 H 2.285 0.422 0.961  0.089
12 H 0.167 1.647 0.266  0.101

#4
This record from the Open Molecules 2025 dataset describes C3H7NO in the gas phase. The level of theory is ωB97M-V with the def2-TZVPD basis set.

Values from the calculation:
Charge   0

Last column: Löwdin charge in e.
Cartesian coordinates (Å):
1 C -1.197 -0.552 -0.935  -0.002
2 C -0.469 0.473 -0.104  -0.257
3 C 0.661 -0.191 0.694  -0.486
4 N 1.228 0.669 1.754  0.142
5 O 1.413 -0.600 -0.460  -0.051
6 H -2.317 -0.398 -0.829  0.064
7 H -1.046 -0.513 -2.153  0.107
8 H 0.774 -1.132 -0.953  0.052
9 H -0.039 1.482 -0.390  0.153
10 H -1.199 0.545 0.710  0.101
11 H 1.795 1.431 1.494  0.004
12 H 0.397 -1.216 1.172  0.172

Stability check: which of them is most stable? #2.

#1
This record from the Open Molecules 2025 dataset describes a molecular structure, C4H4ClNO2. The level of theory is ωB97M-V with the def2-TZVPD basis set.

Values from the calculation:
Charge   0

Last column: Löwdin charge in e.
Cartesian coordinates (Å):
1 C -1.676 -0.228 0.204  -0.401
2 C -0.293 -0.657 -0.162  -0.026
3 C 0.482 0.441 -0.161  -0.495
4 C 1.819 0.872 0.160  -0.438
5 H -2.361 -1.946 -0.660  0.295
6 H 0.053 -1.749 -0.375  0.123
7 H 1.809 1.203 1.271  0.138
8 H 2.470 1.461 -0.602  0.125
9 N -1.674 1.009 0.174  0.143
10 O -2.818 -1.091 0.189  -0.053
11 O -0.370 1.451 -0.143  -0.006
12 Cl 2.559 -0.764 0.104  0.593

#2
This record from the Open Molecules 2025 dataset describes C4H4ClNO2 in the gas phase. The level of theory is ωB97M-V with the def2-TZVPD basis set.

Values from the calculation:
Charge   0

Last column: Löwdin charge in e.
Cartesian coordinates (Å):
1 N 0.376 2.499 -0.667  0.191
2 C 0.298 1.483 -0.088  -0.150
3 C 0.477 0.090 0.460  -0.632
4 O 1.453 0.055 1.360  0.072
5 C 0.880 -0.702 -0.829  -0.138
6 O 1.888 -1.457 -0.928  0.059
7 C -0.815 -0.477 1.022  -0.451
8 Cl -2.045 -0.380 -0.275  0.622
9 H 2.199 -0.427 1.026  0.105
10 H 0.210 -0.387 -1.682  0.123
11 H -0.825 -1.533 1.337  0.103
12 H -1.209 0.162 1.822  0.096

Stability check: which of them is most stable? #2.

#1
This record from the Open Molecules 2025 dataset describes 2 unconnected molecules or ions with the total composition CH3O2S2. The level of theory is ωB97M-V with the def2-TZVPD basis set.

Values from the calculation:
Charge   -1

Last column: Löwdin charge in e.
Cartesian coordinates (Å):
1 O -1.102 -0.246 -0.255  -0.184
2 C -1.194 -1.479 0.018  -0.650
3 O -0.565 -2.141 0.840  -0.097
4 H -2.026 -1.995 -0.523  0.091
5 S 1.334 2.602 0.067  0.129
6 S 1.583 0.649 0.722  0.151
7 H 1.666 2.437 -1.224  -0.239
8 H 0.306 0.174 0.355  -0.202

#2
This record from the Open Molecules 2025 dataset describes 2 unconnected molecules or ions with the total composition CH3O2S2. The level of theory is ωB97M-V with the def2-TZVPD basis set.

Values from the calculation:
Charge   -1

Last column: Löwdin charge in e.
Cartesian coordinates (Å):
1 C 1.489 -0.107 0.149  -0.993
2 O -1.563 -0.200 0.818  -0.586
3 O 0.932 0.041 1.222  -0.182
4 S 3.003 0.613 -0.191  0.304
5 S -2.034 0.813 -0.346  0.633
6 H 1.076 -0.656 -0.802  0.054
7 H -1.041 0.661 -1.296  -0.139
8 H -0.614 0.011 0.750  -0.092

#3
This record from the Open Molecules 2025 dataset describes 2 unconnected molecules or ions with the total composition CH3O2S2. The level of theory is ωB97M-V with the def2-TZVPD basis set.

Values from the calculation:
Charge   -1

Last column: Löwdin charge in e.
Cartesian coordinates (Å):
1 C 0.906 0.211 -0.065  -0.318
2 O -1.051 0.262 1.545  -0.561
3 O -0.764 -2.487 -0.394  -0.553
4 S -1.814 1.259 -0.952  0.036
5 S -0.882 -0.081 0.188  0.251
6 H 1.335 -0.264 0.868  0.057
7 H 1.053 -0.259 -1.005  0.001
8 H 1.217 1.359 -0.185  0.088

Stability check: which of them is most stable? #1.

#1
This record from the Open Molecules 2025 dataset describes 2 unconnected molecules or ions with the total composition C4H14N3S. The level of theory is ωB97M-V with the def2-TZVPD basis set.

Values from the calculation:
Charge   +1

Last column: Löwdin charge in e.
Cartesian coordinates (Å):
1 C 3.082 0.046 0.179  0.006
2 C 0.994 0.515 1.334  -0.486
3 N 1.787 0.842 0.304  0.043
4 N 1.023 -0.692 1.901  0.222
5 N 0.198 1.485 1.788  0.216
6 H 2.011 1.825 0.277  0.148
7 H 1.171 -1.510 1.311  0.140
8 H 0.244 -0.944 2.507  0.144
9 H 0.486 2.438 1.617  0.137
10 H -0.541 1.468 2.467  0.139
11 H 3.392 -0.171 1.194  0.089
12 H 3.783 0.592 -0.437  0.098
13 H 2.790 -0.880 -0.314  0.088
14 C -1.069 -0.153 -0.973  -0.487
15 C -3.484 -0.914 -2.165  -0.404
16 S -1.983 0.081 -2.520  0.757
17 H -1.008 -1.222 -0.746  0.037
18 H -0.080 0.215 -1.230  -0.002
19 H -1.429 0.374 -0.093  0.019
20 H -3.775 -0.880 -1.116  0.036
21 H -3.335 -1.961 -2.453  0.034
22 H -4.259 -0.552 -2.834  0.027

#2
This record from the Open Molecules 2025 dataset describes 2 unconnected molecules or ions with the total composition C4H14N3S. The level of theory is ωB97M-V with the def2-TZVPD basis set.

Values from the calculation:
Charge   +1

Last column: Löwdin charge in e.
Cartesian coordinates (Å):
1 C -0.827 2.587 -0.652  -0.085
2 C 0.495 -1.386 -2.024  -0.075
3 C 0.488 -0.971 2.102  -0.149
4 C -0.644 0.080 -0.322  -0.677
5 N -0.401 1.278 -0.897  -0.056
6 N -0.230 -1.089 -0.815  -0.083
7 N 0.570 0.227 1.363  -0.017
8 S -2.332 -0.110 0.366  0.902
9 H 0.012 3.240 -0.287  0.119
10 H -1.239 2.939 -1.606  0.108
11 H -1.596 2.762 0.073  0.068
12 H 1.417 -0.666 -2.240  0.124
13 H 1.071 -2.301 -1.826  0.092
14 H 0.022 -1.311 -3.049  0.112
15 H 1.202 -1.009 2.895  0.083
16 H -0.399 -1.018 2.746  0.101
17 H 0.748 -1.815 1.494  0.083
18 H 0.492 1.225 -1.270  0.107
19 H -0.949 -1.844 -0.487  0.160
20 H 1.536 0.405 1.111  0.135
21 H 0.406 0.878 2.030  0.073
22 H -2.513 0.991 1.088  -0.123

Stability check: which of them is most stable? #1.

#1
This record from the Open Molecules 2025 dataset describes 2 unconnected molecules or ions with the total composition C4H12. The level of theory is ωB97M-V with the def2-TZVPD basis set.

Values from the calculation:
Charge   0

Last column: Löwdin charge in e.
Cartesian coordinates (Å):
1 C -2.420 -0.448 -0.017  -0.149
2 C -1.302 0.654 0.017  -0.179
3 H -2.451 -0.780 -1.070  0.064
4 H -2.156 -1.187 0.780  0.075
5 H -3.361 0.067 0.157  0.048
6 H -1.803 1.622 0.129  0.068
7 H -0.488 0.447 0.719  0.036
8 H -0.806 0.571 -0.930  0.027
9 C 1.452 -0.545 -0.417  -0.199
10 C 2.220 0.314 0.573  -0.158
11 H 0.475 -1.047 -0.346  0.052
12 H 1.172 0.195 -1.201  0.068
13 H 2.047 -1.386 -0.753  0.062
14 H 2.966 -0.319 1.063  0.062
15 H 1.653 0.823 1.330  0.051
16 H 2.802 1.019 -0.035  0.072

#2
This record from the Open Molecules 2025 dataset describes 2 unconnected molecules or ions with the total composition C4H12. The level of theory is ωB97M-V with the def2-TZVPD basis set.

Values from the calculation:
Charge   0

Last column: Löwdin charge in e.
Cartesian coordinates (Å):
1 C -1.298 -2.437 1.166  -0.154
2 C 0.005 -1.878 0.603  -0.186
3 H -2.060 -1.658 1.156  0.063
4 H -1.514 -3.397 0.726  0.057
5 H -1.128 -2.571 2.245  0.064
6 H 0.394 -2.210 -0.384  0.066
7 H 0.902 -1.955 1.206  0.057
8 H -0.067 -0.835 0.242  0.037
9 C 0.067 2.400 -0.403  -0.171
10 C 1.101 1.778 -1.356  -0.165
11 H 0.530 3.231 0.169  0.068
12 H -0.723 2.944 -0.892  0.048
13 H -0.336 1.660 0.286  0.047
14 H 2.087 1.997 -0.935  0.060
15 H 0.968 0.692 -1.487  0.054
16 H 1.071 2.239 -2.341  0.056

#3
This record from the Open Molecules 2025 dataset describes 2 unconnected molecules or ions with the total composition C4H12. The level of theory is ωB97M-V with the def2-TZVPD basis set.

Values from the calculation:
Charge   0

Last column: Löwdin charge in e.
Cartesian coordinates (Å):
1 C 0.863 1.609 -0.339  -0.214
2 C 1.048 1.066 -1.722  -0.194
3 H 1.254 1.009 0.469  0.051
4 H 1.260 2.633 -0.328  0.077
5 H -0.245 1.520 -0.142  0.055
6 H 0.879 0.033 -2.073  0.068
7 H 2.163 1.128 -1.785  0.071
8 H 0.649 1.874 -2.324  0.061
9 C -0.892 -1.206 0.328  -0.230
10 C -1.058 -1.511 1.803  -0.205
11 H -1.459 -1.906 -0.540  0.122
12 H -1.277 -0.135 0.143  0.051
13 H 0.287 -1.189 0.019  0.091
14 H -2.006 -2.204 1.733  0.098
15 H -1.232 -0.706 2.556  0.073
16 H -0.233 -2.015 2.202  0.025

#4
This record from the Open Molecules 2025 dataset describes 2 unconnected molecules or ions with the total composition C4H12. The level of theory is ωB97M-V with the def2-TZVPD basis set.

Values from the calculation:
Charge   0

Last column: Löwdin charge in e.
Cartesian coordinates (Å):
1 C 1.197 1.425 -1.458  -0.150
2 C 2.533 0.803 -0.787  -0.160
3 H 0.868 2.255 -0.716  0.081
4 H 1.477 1.984 -2.426  0.078
5 H 0.454 0.761 -1.639  -0.011
6 H 3.332 0.633 -1.520  0.041
7 H 2.892 1.487 0.011  0.059
8 H 2.358 -0.283 -0.537  0.060
9 C -1.242 -1.433 1.449  -0.157
10 C -2.586 -0.958 0.849  -0.165
11 H -0.973 -0.602 2.220  0.096
12 H -1.343 -2.323 1.890  -0.002
13 H -0.373 -1.403 0.730  0.070
14 H -3.286 -0.823 1.660  0.060
15 H -2.939 -1.495 0.056  0.013
16 H -2.370 -0.026 0.219  0.086

Stability check: which of them is most stable? #2.